Record 1
# C27H63BeN9O13SY

A structure of composition C27H63BeN9O13SY (ωB97M-V with the def2-TZVPD basis set, the OMol25 dataset).

Properties
frontier orbital gap = 1.66 eV
M = 851.84 g mol⁻¹
ΔE to the lowest compared entry with this formula, charge and spin = 527.5 kcal/mol
LUMO = -12.20 eV
net charge = +3
maximum force = 4.5 eV/A

```
115
Properties=species:S:1:pos:R:3:forces:R:3:mulliken_charge:R:1
Y 17.4251 11.6475 -5.4125 -1.7 1.8 0.4 2.077
Be 11.3387 18.1341 -4.6409 0.3 -0.3 0.0 0.900
S 14.3558 14.7928 -4.8126 -1.3 0.6 0.4 1.393
O 15.7680 14.8460 -5.2190 2.2 0.2 -1.0 -0.564
O 14.0364 15.5913 -3.6621 0.4 0.6 0.8 -0.566
O 13.4068 15.0919 -5.8663 0.0 0.1 -0.8 -0.595
O 14.3520 13.3605 -4.4566 0.1 -2.9 0.3 -0.580
C 12.6374 7.6913 -6.4214 1.6 1.7 -0.2 0.120
O 13.8200 8.1223 -6.4600 -2.1 -1.1 0.0 -0.682
N 12.2468 6.4267 -6.2182 -0.1 1.0 -0.9 0.156
C 10.9129 6.0222 -5.8344 -1.1 -0.6 0.4 -0.905
C 13.2418 5.4276 -6.2407 1.8 -2.4 1.8 -1.023
H 11.8183 8.4025 -6.6098 -0.1 -0.2 0.4 0.367
H 10.8891 5.4565 -4.9031 0.8 -0.4 0.0 0.340
H 10.4195 5.3883 -6.5713 0.3 0.0 -0.2 0.333
H 10.1670 6.7612 -5.5418 0.6 1.0 -0.7 0.295
H 13.3345 5.0736 -5.2139 0.1 -0.3 0.3 0.362
H 13.1048 4.4960 -6.7899 -1.0 0.3 -0.5 0.354
H 14.2798 5.6661 -6.4725 -0.5 1.1 -0.3 0.286
C 21.6535 14.3858 -8.5466 1.6 -2.4 2.2 0.227
O 21.1747 13.6807 -7.5873 0.8 2.1 -2.6 -0.698
N 23.0029 14.4548 -8.8433 -3.2 -1.9 1.6 0.064
C 23.4449 15.1399 -9.9975 0.1 1.5 0.8 -0.866
C 24.0780 13.6964 -8.1934 -0.8 0.3 0.1 -0.806
H 21.0864 14.9992 -9.2638 -0.3 -0.2 0.4 0.254
H 24.0538 14.4754 -10.6105 -0.1 0.5 -0.3 0.266
H 23.9789 15.9311 -9.4711 1.0 0.5 -1.3 0.383
H 22.5883 15.6294 -10.4609 0.2 -0.3 -0.6 0.287
H 23.7999 13.2664 -7.2312 -0.3 0.1 -0.2 0.267
H 24.3418 12.9081 -8.8985 0.5 -0.1 0.2 0.332
H 24.8893 14.4043 -8.0241 0.2 -0.3 -0.1 0.297
C 16.2518 7.3411 -1.4081 -1.1 2.8 -0.2 0.133
O 16.5082 8.3814 -2.0791 0.1 -2.0 1.0 -0.676
N 15.4901 7.4213 -0.2736 -0.3 -1.9 -0.9 0.117
C 14.9058 6.2201 0.3925 -0.2 0.3 -0.3 -0.964
C 15.1173 8.6595 0.3977 0.3 -0.3 -0.2 -0.885
H 16.5535 6.3350 -1.7382 -0.1 0.2 0.3 0.355
H 14.8986 5.3183 -0.2196 1.0 0.0 0.0 0.341
H 13.8287 6.3045 0.5369 -0.1 0.8 -0.1 0.343
H 15.3018 6.1013 1.4010 0.4 -0.3 -0.2 0.342
H 15.9174 8.8179 1.1208 -0.3 0.5 0.3 0.325
H 14.9980 9.5271 -0.2513 0.3 -0.3 -0.2 0.273
H 14.1600 8.4488 0.8742 0.2 0.3 0.2 0.301
C 18.6162 14.7813 -0.9129 -0.3 -1.3 -0.8 0.122
O 18.6806 13.9651 -1.8423 0.0 0.5 0.4 -0.666
N 19.2331 15.9596 -0.8306 -0.6 -3.8 -1.3 0.138
C 20.0633 16.4000 -1.8830 0.6 0.7 -1.0 -0.919
C 18.8405 16.7908 0.1920 1.2 2.2 1.5 -0.921
H 18.0154 14.5846 -0.0115 -0.1 -0.2 -0.2 0.332
H 19.4684 17.0353 -2.5392 0.3 0.5 -0.1 0.344
H 20.4377 15.5989 -2.5202 -0.2 -0.3 0.4 0.275
H 20.9262 16.9239 -1.4719 -0.1 0.2 -0.1 0.321
H 19.7988 17.2368 0.4581 -0.3 0.9 0.7 0.305
H 18.1512 17.5437 -0.1903 -0.2 0.2 0.5 0.279
H 18.5067 16.2631 1.0854 -0.3 0.0 -0.3 0.400
C 10.3050 18.5482 -10.3884 0.7 1.8 2.8 0.259
O 10.5271 19.2671 -9.3561 -0.5 -2.0 -2.5 -0.615
N 9.5627 18.9632 -11.4080 -0.8 0.4 -0.6 0.108
C 9.3376 18.1456 -12.6061 0.9 0.4 -0.2 -0.869
C 8.9524 20.2918 -11.4706 0.1 0.8 -0.1 -0.870
H 10.7117 17.5316 -10.5040 -0.1 0.2 0.1 0.294
H 9.9883 17.2714 -12.6272 -0.3 -0.2 0.5 0.293
H 9.6991 18.7263 -13.4547 -0.2 0.2 -0.2 0.365
H 8.2921 17.9035 -12.7969 0.0 -0.1 0.4 0.313
H 8.9254 20.9275 -10.5857 -0.2 -1.1 0.7 0.304
H 9.5418 20.9847 -12.0710 0.2 -0.4 -0.8 0.350
H 7.9560 20.1976 -11.9025 0.1 0.1 0.0 0.321
C 9.6604 12.5556 -2.4272 -1.7 -0.3 0.1 0.226
O 9.2866 13.6017 -2.9400 0.8 -1.1 0.2 -0.570
N 9.0869 11.3045 -2.6558 -0.1 0.8 0.5 0.147
C 9.3440 10.2413 -1.7100 0.9 -0.3 0.5 -0.916
C 8.0088 11.1123 -3.5770 -0.5 1.0 -1.5 -0.944
H 10.3793 12.4695 -1.5978 0.3 0.4 -0.3 0.292
H 10.0443 9.5008 -2.0963 0.3 0.0 -0.2 0.286
H 8.5108 9.6240 -1.3742 -0.6 0.6 -0.4 0.340
H 9.7766 10.6732 -0.8075 0.1 -0.1 0.0 0.336
H 7.7647 12.0017 -4.1580 0.5 0.6 0.4 0.321
H 8.3087 10.4680 -4.4034 -0.2 -0.9 0.4 0.298
H 7.0389 10.9037 -3.1254 0.3 -0.8 0.3 0.361
C 10.6249 19.9145 0.2369 1.3 -0.6 1.0 0.159
O 10.3068 19.1813 -0.6502 -1.0 -0.8 -1.9 -0.514
N 11.5379 19.4898 1.1705 -0.4 3.8 2.3 0.115
C 12.0271 20.6263 2.0361 0.1 0.3 -0.8 -0.882
C 12.2746 18.2836 1.1732 -0.4 -1.1 0.5 -0.872
H 10.2929 20.9554 0.3731 -0.1 -0.3 0.0 0.313
H 12.0953 20.5191 3.1187 -0.1 -0.9 -0.2 0.317
H 11.4431 21.5333 1.8798 -0.6 -0.4 -0.1 0.296
H 12.9894 20.9865 1.6723 0.5 -0.5 0.0 0.372
H 11.6373 17.4117 1.0253 -0.1 0.2 -1.2 0.319
H 13.1011 18.3960 0.4716 0.2 -0.6 0.0 0.331
H 12.5738 18.0108 2.1852 0.7 0.8 0.1 0.345
C 16.7210 20.9076 -4.6757 -1.4 0.3 -0.9 0.104
O 15.5191 20.7097 -4.4498 1.4 0.1 0.1 -0.594
N 17.5146 21.8026 -4.0682 -2.2 0.6 2.2 0.116
C 18.8996 21.9357 -4.3242 0.4 -0.3 0.2 -0.920
C 16.9805 22.6168 -2.9710 -0.5 1.5 -0.4 -0.986
H 17.2188 20.4799 -5.5597 0.1 -0.4 0.2 0.387
H 19.3210 22.3443 -3.4057 0.4 0.1 -0.3 0.333
H 19.0508 22.6134 -5.1644 0.5 -0.2 0.0 0.283
H 19.2676 20.9166 -4.4426 0.6 0.3 -0.5 0.388
H 17.1076 23.6874 -3.1314 0.5 0.3 -1.0 0.412
H 15.8917 22.6198 -2.9198 0.2 -1.0 0.3 0.307
H 17.5146 22.5922 -2.0212 -0.1 -1.2 0.1 0.349
C 15.4159 12.3221 -10.8148 1.8 -0.9 1.4 0.190
O 16.1782 12.1986 -9.8405 -0.4 0.4 -0.8 -0.664
N 15.6342 11.8326 -12.0505 -1.4 0.0 0.4 0.134
C 14.4405 11.7658 -12.8463 0.4 0.3 -2.8 -1.015
C 16.8739 11.4420 -12.7130 0.2 0.7 0.3 -0.838
H 14.4438 12.8265 -10.7020 0.1 -0.2 -0.1 0.265
H 13.5939 12.3885 -12.5573 0.2 -0.4 0.7 0.328
H 14.1830 10.7565 -13.1675 -0.4 -0.3 0.8 0.327
H 14.7064 12.1762 -13.8204 0.0 0.4 -0.3 0.345
H 17.0590 12.1751 -13.4981 0.2 0.4 0.2 0.345
H 17.6701 11.4539 -11.9687 0.0 -0.1 -0.3 0.279
H 16.8653 10.5283 -13.3074 -0.5 -0.5 0.7 0.310
```
Positions in Å, forces in eV/Å.

Record 2
# C27H63BeN9O9

A structure of composition C27H63BeN9O9 (ωB97M-V with the def2-TZVPD basis set, the OMol25 dataset).

Properties
frontier orbital gap (alpha / beta) = 7.85 / 2.86 eV
multiplicity = 2
M = 666.87 g mol⁻¹
LUMO (alpha / beta) = -7.49 / -12.48 eV
net charge = +3
maximum force = 3.2 eV/A

```
109
Properties=species:S:1:pos:R:3:forces:R:3:mulliken_charge:R:1
Be 0.1329 -0.4142 -0.0150 -0.7 0.6 -0.4 1.982
C 1.8258 1.1508 -3.1903 -0.3 1.3 0.1 -0.189
O 1.5849 0.9236 -2.0090 0.1 -0.1 -0.2 -0.325
N 1.2142 2.1339 -3.8973 -0.6 1.3 -0.1 0.224
C 1.1788 2.2123 -5.3718 -0.2 -0.5 0.5 -0.899
C 0.1974 2.9988 -3.2327 0.6 -0.7 -0.2 -0.227
H 2.6606 0.7080 -3.7553 -0.2 -0.4 0.0 0.398
H 1.9769 1.6021 -5.7945 -0.3 -0.2 -0.1 0.324
H 1.2481 3.2012 -5.8251 0.4 0.3 0.7 0.289
H 0.1725 1.8839 -5.6314 0.1 -0.5 -0.6 0.310
H -0.7706 2.4978 -3.2206 0.1 -0.1 0.2 0.033
H 0.5147 3.2220 -2.2141 -0.1 -0.3 -0.1 -0.204
H 0.0602 3.9456 -3.7551 0.4 -0.2 -0.3 0.384
C 3.3796 -1.7533 -1.3598 -0.6 0.7 0.1 -0.038
O 2.4730 -1.3063 -0.6600 -1.4 -0.4 0.5 -0.402
N 4.6333 -1.6727 -0.9985 2.0 0.2 -0.3 0.091
C 5.7054 -2.1228 -1.9031 -0.3 -0.8 0.6 -0.862
C 5.0850 -1.0873 0.2615 -0.2 -0.2 -0.4 -0.458
H 3.2692 -2.1971 -2.3613 -0.4 0.0 0.1 0.237
H 6.2906 -2.8444 -1.3330 0.1 -0.2 -0.3 0.371
H 6.4146 -1.3689 -2.2447 -0.5 0.4 0.1 0.318
H 5.2264 -2.6122 -2.7511 0.3 0.0 0.0 0.279
H 4.3119 -0.4519 0.6935 0.2 0.2 -0.4 -0.294
H 5.3003 -1.8750 0.9834 0.2 -0.1 0.0 0.336
H 6.0053 -0.5620 0.0061 -0.1 0.2 0.5 0.422
C 0.3026 -3.7567 -1.3159 -0.4 0.4 -0.3 -0.261
O -0.0259 -2.8941 -0.4963 0.4 -0.8 0.3 -0.345
N 0.1761 -5.1065 -1.1267 -1.0 -0.7 -0.3 0.241
C 0.2398 -6.0527 -2.2619 0.4 -0.8 0.1 -0.878
C -0.2619 -5.7498 0.1427 0.1 1.0 -0.4 -0.710
H 0.6443 -3.4988 -2.3302 0.1 0.0 0.2 0.499
H 0.6018 -5.7291 -3.2377 0.2 0.8 0.5 0.351
H -0.6899 -6.5714 -2.4960 -0.7 0.6 0.5 0.378
H 0.8357 -6.9147 -1.9617 0.5 0.2 0.2 0.358
H -0.2027 -5.0375 0.9657 0.6 -0.1 -0.1 0.111
H -1.3223 -6.0016 0.1264 -0.1 -0.2 -0.5 0.349
H 0.3325 -6.6575 0.2471 -0.1 0.2 0.3 0.371
C 2.1132 2.0515 2.0389 1.1 1.4 -1.4 -0.500
O 1.7577 1.2087 1.2141 -0.3 0.0 0.0 0.051
N 2.5201 3.3366 1.7109 -0.9 -1.0 1.8 0.238
C 2.8564 4.3458 2.7751 0.0 -0.4 -0.5 -0.923
C 2.3450 3.9641 0.4130 0.2 0.1 0.0 -0.874
H 2.2949 1.8073 3.0970 -0.2 0.1 0.0 0.271
H 3.7127 4.9470 2.4696 0.2 -0.4 -0.1 0.365
H 3.0786 3.8969 3.7432 0.0 -0.3 -0.2 0.321
H 2.0835 5.0996 2.9254 -0.5 -0.3 -0.2 0.316
H 1.5918 4.7426 0.5345 0.1 0.3 -0.2 0.337
H 3.3218 4.3936 0.1907 -0.2 0.3 -0.4 0.503
H 2.0391 3.3366 -0.4242 0.1 -0.5 0.5 -0.084
C -1.6115 -0.5485 -3.1587 1.6 1.6 0.7 -0.012
O -0.8546 -0.7804 -2.2156 0.6 -0.7 0.7 -0.445
N -2.6353 -1.2573 -3.5234 -1.5 -1.5 -1.7 0.182
C -3.6548 -0.7488 -4.4634 0.3 -0.7 0.3 -0.976
C -2.7874 -2.6844 -3.2474 -1.5 0.5 1.1 -0.870
H -1.4234 0.3269 -3.7993 -0.3 0.3 0.2 0.065
H -3.5269 0.3127 -4.6756 0.1 -0.2 -0.1 0.335
H -4.6312 -0.9120 -4.0072 -0.1 0.2 0.1 0.319
H -3.6380 -1.4037 -5.3345 0.1 0.5 -0.4 0.365
H -3.7537 -2.7605 -2.7488 0.1 -0.2 1.0 0.346
H -3.0924 -3.3033 -4.0912 1.1 0.3 -0.8 0.410
H -1.9716 -3.0701 -2.6360 -0.2 0.1 -0.2 0.082
C -3.3844 -1.6442 0.4366 -1.2 -0.4 0.5 -0.057
O -2.2911 -1.0968 0.4083 0.7 -0.1 -0.3 -0.379
N -4.5706 -1.0324 0.3454 0.2 0.8 -1.2 0.174
C -5.8866 -1.6660 0.3516 0.0 0.2 0.7 -0.876
C -4.6428 0.3477 -0.0781 0.5 1.3 -0.1 -0.678
H -3.6133 -2.7040 0.6281 0.9 -0.3 0.0 0.305
H -6.4840 -1.0659 1.0381 -0.2 -0.1 0.0 0.349
H -5.8775 -2.6821 0.7460 0.2 0.0 -0.2 0.324
H -6.3819 -1.5989 -0.6170 0.2 -0.2 -0.1 0.303
H -5.1270 0.9519 0.6890 -0.4 0.0 -0.2 0.398
H -3.6946 0.8461 -0.2796 0.5 -0.7 0.5 -0.174
H -5.1186 0.4769 -1.0502 -0.7 -0.4 0.2 0.350
C -1.1486 2.8101 0.1365 0.1 -1.1 0.1 0.541
O -1.1393 1.7730 -0.5529 0.4 -0.3 0.7 -0.169
N -1.5381 3.9949 -0.2832 -0.2 0.6 1.3 0.327
C -1.2988 5.1842 0.5301 -1.6 1.4 -0.8 -1.098
C -2.1452 4.2555 -1.5469 0.5 0.4 -1.4 -1.053
H -0.8892 2.8635 1.2052 0.4 -0.5 -0.2 -0.430
H -2.2458 5.7232 0.5574 -0.5 -0.2 0.6 0.414
H -0.7932 5.9535 -0.0535 1.1 -0.4 0.0 0.396
H -0.9411 5.1190 1.5577 0.2 -0.7 -0.4 0.289
H -2.2878 3.3456 -2.1299 0.2 0.1 0.3 0.160
H -3.0812 4.8135 -1.5707 -0.2 -0.1 0.9 0.453
H -1.4375 4.9278 -2.0319 -0.1 -0.1 -0.7 0.386
C -1.4883 0.3739 3.2504 1.3 0.1 -1.3 -0.140
O -0.7757 0.5123 2.2124 -1.1 -0.3 1.7 -0.444
N -1.5514 1.2664 4.2524 1.4 2.2 -1.8 0.276
C -2.5203 1.2685 5.2939 -0.4 -1.6 1.1 -0.963
C -0.7218 2.5111 4.1611 0.6 -0.3 0.1 -0.394
H -2.0481 -0.5493 3.4656 -0.1 0.1 -0.3 0.294
H -2.0802 1.4054 6.2817 0.3 0.6 -0.1 0.344
H -2.8365 0.2299 5.3906 -0.7 0.0 -0.2 0.338
H -3.3545 1.9556 5.1517 0.1 -0.1 -0.1 0.320
H -0.1022 2.6091 3.2698 -0.3 -0.8 -0.1 -0.369
H -1.2302 3.4749 4.1867 -0.8 -0.4 0.4 0.357
H -0.0253 2.4760 4.9989 -0.1 0.2 0.2 0.374
C 1.1076 -2.5420 2.9455 1.0 0.0 0.6 -0.084
O 0.8375 -1.9747 1.9079 -0.9 0.5 -1.3 -0.303
N 2.1766 -2.1886 3.6920 -0.9 -0.2 0.1 0.186
C 3.0895 -1.0918 3.3605 0.9 -0.6 1.0 -0.153
C 2.4083 -2.9080 4.9496 0.8 0.0 0.1 -0.873
H 0.5762 -3.3940 3.3970 -0.3 0.2 -0.4 0.330
H 3.0898 -0.5985 2.3885 -1.0 -0.6 0.0 -0.608
H 4.0558 -1.5735 3.5095 0.4 0.3 -0.2 0.432
H 3.0402 -0.3562 4.1634 -0.2 0.2 0.0 0.416
H 3.4702 -3.1539 4.9555 0.1 0.0 0.3 0.327
H 2.1709 -2.3391 5.8485 0.1 0.4 -0.2 0.354
H 1.8748 -3.8513 5.0670 -0.3 0.1 -0.6 0.344
```
Positions in Å, forces in eV/Å.